[1]
Computed, not measured: a molecular structure, C33H49AsFN7O3RuSSi2, with ωB97M-V with the def2-TZVPD basis set.

Last column: Mulliken charge in e.
Element x y z (Å)
Ru: -0.47484 -1.16947 -0.18986  -0.443
C: 1.86966 -2.95544 4.82040  -0.856
C: 2.67970 -1.81569 4.23214  -0.452
N: 2.62082 -1.71294 2.76789  -0.144
C: 1.52571 -1.43427 2.05587  0.448
S: 1.72392 -1.06799 0.34509  -0.387
N: 0.34042 -1.35424 2.64125  -1.111
N: -0.65122 -1.16942 1.76262  1.759
C: -1.69011 -0.31786 2.27058  -0.582
C: -2.29288 -0.58790 3.59285  -1.775
C: -1.96349 0.76332 1.42387  1.548
C: -2.88201 1.79205 1.72105  -0.891
C: -3.05739 2.82109 0.82807  -0.424
C: -2.32567 2.83660 -0.35861  -0.968
C: -1.46280 1.78452 -0.61278  -0.265
N: -1.28584 0.77837 0.23113  0.051
H: 2.12387 -3.06440 5.87423  0.414
H: 2.10375 -3.89552 4.32082  0.230
H: 0.80338 -2.77129 4.74489  0.129
H: 3.73254 -1.96990 4.46452  0.398
H: 2.38540 -0.85680 4.66846  0.266
H: 3.48949 -1.51240 2.29789  0.275
H: -2.08246 -1.60787 3.90697  0.249
H: -3.37346 -0.44194 3.57189  0.529
H: -1.87990 0.08166 4.35389  0.346
H: -3.43102 1.76404 2.65025  0.443
H: -3.75708 3.61539 1.04746  0.458
H: -2.43196 3.63262 -1.07904  0.457
H: -0.88980 1.73472 -1.53155  0.588
F: 2.22406 -0.56870 -6.54176  -0.347
C: 0.91283 -0.57729 -6.22953  -0.037
C: 0.55836 -0.73268 -4.92325  -0.330
C: -0.78893 -0.69570 -4.54654  0.830
C: -1.15215 -0.82413 -3.13429  1.390
O: -0.22497 -0.94351 -2.29202  -0.962
C: -2.54086 -0.74459 -2.83597  0.168
C: -3.42112 -0.54190 -3.86233  -0.522
N: -3.09497 -0.45577 -5.16401  0.297
C: -4.12843 -0.24116 -6.15598  -0.333
C: -4.45364 -1.35237 -7.11293  -0.441
C: -5.41728 -0.98667 -6.02384  -1.024
C: -1.75800 -0.50871 -5.53581  -0.416
C: -1.37431 -0.36875 -6.87739  -0.683
C: -0.04200 -0.39031 -7.25090  -1.169
N: 0.29762 -0.23984 -8.61528  0.224
C: -0.29905 0.85338 -9.36754  -0.689
C: -0.73608 0.31574 -10.73248  -0.745
N: 0.19023 -0.82232 -11.09463  -0.149
C: 1.59218 -0.52137 -10.65036  -0.768
C: 1.63111 -0.55995 -9.11709  -0.705
C: -3.16418 -0.87101 -1.45642  -0.162
O: -4.27321 -0.40234 -1.28795  -0.709
O: -2.49757 -1.52753 -0.56787  0.016
H: 1.32269 -0.85164 -4.16783  0.547
H: -4.47077 -0.43365 -3.62491  0.892
H: -4.16889 0.77915 -6.51882  0.458
H: -3.90688 -2.27703 -6.99006  0.234
H: -4.69686 -1.08741 -8.13213  0.317
H: -5.52280 -1.68354 -5.20543  0.358
H: -6.31855 -0.45205 -6.28289  0.268
H: -2.13820 -0.26750 -7.63328  0.851
H: 0.41568 1.67630 -9.48699  0.317
H: -1.16095 1.26078 -8.84700  0.488
H: -0.65954 1.06147 -11.52171  0.374
H: -1.74326 -0.09658 -10.72064  0.437
H: 0.15119 -1.01413 -12.09612  0.345
H: -0.12990 -1.66134 -10.60634  0.380
H: 1.82905 0.46027 -11.05732  0.361
H: 2.26190 -1.25428 -11.09430  0.393
H: 2.40520 0.13686 -8.78461  0.408
H: 1.90849 -1.55661 -8.77705  0.516
C: -3.27882 -3.79203 1.59534  -0.793
Si: -1.80733 -4.83555 1.13868  0.462
C: -2.26306 -6.36436 0.17898  -1.089
C: -0.76506 -5.23752 2.62545  -0.728
As: -0.38939 -3.59336 -0.29995  0.463
Si: 1.26965 -4.88145 -1.37736  0.455
C: 0.38439 -5.76801 -2.75715  -1.005
C: 2.53265 -3.69674 -2.05594  -0.643
C: 1.98240 -6.05024 -0.11824  -1.006
H: -4.19631 -4.34994 1.39894  0.468
H: -3.32328 -2.86167 1.03014  -0.015
H: -3.25387 -3.55524 2.66004  0.298
H: -2.91551 -6.99355 0.78832  0.391
H: -1.39006 -6.96028 -0.09153  0.269
H: -2.80216 -6.11126 -0.73489  0.322
H: -1.35041 -5.84754 3.31801  0.448
H: -0.46715 -4.32777 3.14535  -0.034
H: 0.13636 -5.79304 2.36567  0.264
H: -0.02822 -5.04669 -3.46477  0.253
H: -0.43719 -6.38269 -2.38806  0.306
H: 1.07567 -6.41777 -3.29714  0.389
H: 2.04919 -2.83380 -2.51802  -0.099
H: 3.13693 -4.20253 -2.81179  0.389
H: 3.19571 -3.32328 -1.27621  0.299
H: 1.23691 -6.75518 0.25096  0.278
H: 2.38358 -5.50041 0.73414  0.284
H: 2.79686 -6.62863 -0.55859  0.402

Force components x, y, z for each atom (eV/Å):
-0.1 0.2 -0.1
0.0 -0.1 0.0
0.1 0.1 0.0
0.0 0.1 0.0
-0.1 0.1 0.3
0.0 0.0 -0.1
0.3 0.2 -0.2
-0.5 -0.1 0.3
0.3 -0.2 -0.2
-0.1 0.0 0.1
-0.1 0.1 0.1
0.1 0.0 0.0
0.0 0.0 0.0
0.0 0.0 0.0
0.1 0.1 -0.1
0.1 -0.2 -0.1
0.0 0.0 0.0
0.0 0.0 0.0
-0.1 0.0 0.0
0.0 0.1 0.0
-0.1 -0.1 0.0
0.0 -0.2 0.0
0.0 0.0 0.0
0.0 0.0 0.0
0.0 0.0 0.0
0.0 0.0 0.0
0.0 0.0 0.0
0.0 0.0 0.0
0.0 0.0 0.0
0.0 0.0 0.0
-0.1 0.1 -0.1
0.0 0.0 0.0
0.1 0.0 0.1
0.0 0.1 0.1
0.0 0.0 -0.1
0.0 0.0 -0.1
0.0 0.1 0.0
0.1 -0.1 0.0
0.0 0.0 0.0
0.0 0.0 0.0
0.0 0.0 0.0
-0.1 0.0 -0.1
0.0 -0.1 0.1
0.1 0.0 0.0
-0.1 0.0 0.0
0.0 0.1 0.0
0.0 -0.1 -0.1
0.0 0.0 0.0
0.0 0.0 -0.1
0.0 0.0 0.0
0.0 0.0 -0.1
-0.1 -0.1 0.0
0.1 0.2 0.1
0.0 0.0 0.0
0.0 0.0 0.0
0.0 0.0 0.0
0.0 0.0 0.0
0.0 0.0 0.0
0.0 0.0 0.0
0.0 0.0 0.0
0.0 0.0 0.0
0.0 0.0 0.0
0.0 0.0 0.0
0.0 0.0 0.0
0.0 0.0 0.0
0.0 0.0 0.0
0.0 0.0 0.0
0.0 0.0 0.0
0.0 0.0 0.0
0.0 0.0 0.0
0.0 0.0 0.0
0.0 0.0 0.0
0.0 0.0 0.0
0.0 0.0 0.0
0.0 -0.1 0.0
0.1 -0.1 -0.1
0.0 0.0 0.0
-0.1 0.0 0.0
0.0 0.0 0.0
0.0 0.0 0.0
0.0 0.0 0.0
0.0 0.0 0.0
0.0 0.0 0.0
0.0 0.0 0.0
0.0 0.0 0.0
0.0 0.0 0.0
0.0 0.0 0.0
0.0 0.1 0.0
0.0 0.0 0.0
0.0 0.0 0.0
0.0 0.0 0.0
0.0 0.0 0.0
0.0 0.0 0.0
0.0 0.0 0.0
0.0 0.0 0.0
0.0 0.0 0.0
0.0 0.0 0.0
0.0 0.0 0.0

## Properties
Gap between HOMO and LUMO (alpha / beta), eV: 5.8580 / 6.6890
Total charge: +2
2S+1: 5

=====

[2]
Computed, not measured: a molecular structure, C33H49BBrF5N7O3TeTi at a distorted geometry, with ωB97M-V with the def2-TZVPD basis set.

Last column: Mulliken charge in e.
Element x y z (Å)
Ti: -0.04151 -0.07926 -1.63826  -0.415
C: -3.33827 -2.58895 -1.97887  -1.262
C: -2.29326 -3.45681 -1.28388  0.208
C: -1.36465 -4.19812 -2.24739  -1.269
C: -1.61668 -2.75247 -0.12486  -0.205
C: -1.79750 -3.25572 1.16920  -0.462
C: -1.16856 -2.38335 2.02418  -0.191
C: -1.15751 -2.44061 3.52433  1.289
C: -0.40951 -3.68018 4.01644  -1.729
C: -2.58854 -2.42394 4.06535  -1.608
N: -0.60258 -1.42593 1.26446  0.426
N: -0.87564 -1.62975 -0.06030  0.653
B: 0.00859 -0.09326 1.69639  -0.097
N: -0.87776 1.06408 1.17775  0.388
N: -1.11377 1.21721 -0.16035  0.708
C: -1.96517 2.23441 -0.29988  -0.308
C: -2.29636 2.73659 0.96468  -0.722
C: -1.60359 1.96597 1.87134  -0.036
C: -1.62083 2.08958 3.36778  1.377
C: -3.04737 1.93185 3.89736  -1.628
C: -1.02316 3.42653 3.80676  -1.678
C: -2.50386 2.75825 -1.59925  1.568
C: -3.96344 2.33394 -1.76886  -1.589
C: -2.36387 4.27977 -1.65210  -1.733
N: 1.46066 0.08929 1.18537  0.507
N: 1.72048 0.31423 -0.14134  1.023
C: 3.00772 0.67132 -0.21775  -0.531
C: 3.59401 0.60765 1.04419  -0.997
C: 2.58963 0.24200 1.91078  0.133
C: 2.78908 0.10431 3.39858  0.114
C: 2.39998 -1.26008 3.96670  -1.274
C: 2.19599 1.25784 4.20746  -1.304
C: 3.75452 1.17446 -1.41939  2.200
C: 4.93684 0.26484 -1.76126  -1.611
C: 4.23580 2.60613 -1.16423  -1.690
H: -3.91558 -3.20187 -2.67524  0.448
H: -2.90535 -1.76640 -2.52957  -0.068
H: -4.02905 -2.16616 -1.24416  0.316
H: -2.85678 -4.24293 -0.76565  0.442
H: -0.83957 -3.53803 -2.92848  -0.011
H: -1.96353 -4.88978 -2.84570  0.465
H: -0.62580 -4.78677 -1.69636  0.267
H: -2.35881 -4.13741 1.42930  0.502
H: -0.65464 -1.55433 3.90380  -0.590
H: -0.91066 -4.58753 3.67368  0.360
H: -0.37373 -3.70267 5.10792  0.436
H: 0.61282 -3.70351 3.63872  0.339
H: -3.14092 -3.30288 3.72803  0.318
H: -3.13105 -1.54253 3.72197  0.269
H: -2.58597 -2.42300 5.15761  0.456
H: 0.04813 -0.05178 2.87966  -0.822
H: -2.96759 3.55024 1.18029  0.547
H: -1.01699 1.28805 3.78912  -0.630
H: -3.68901 2.72792 3.51559  0.311
H: -3.06205 1.97826 4.98842  0.442
H: -3.47961 0.98035 3.58658  0.329
H: -1.62184 4.25614 3.42607  0.354
H: -0.00825 3.54884 3.42729  0.328
H: -0.99522 3.49763 4.89630  0.443
H: -1.93991 2.32569 -2.41750  -0.566
H: -4.58469 2.73058 -0.95947  0.372
H: -4.03934 1.24813 -1.78611  0.264
H: -4.35102 2.70864 -2.71776  0.405
H: -3.01611 4.77208 -0.92479  0.296
H: -2.63950 4.63953 -2.64461  0.490
H: -1.33717 4.59193 -1.45564  0.342
H: 4.61612 0.82438 1.30408  0.519
H: 3.87637 0.18526 3.50176  0.536
H: 1.33433 -1.31995 4.16584  0.056
H: 2.92298 -1.43525 4.90933  0.532
H: 2.66033 -2.06666 3.28032  0.317
H: 1.11021 1.26327 4.15772  0.060
H: 2.55272 2.22007 3.83770  0.328
H: 2.48547 1.16672 5.25685  0.457
H: 3.09294 1.22489 -2.27081  -0.857
H: 5.70194 0.32820 -0.98382  0.384
H: 5.39013 0.56877 -2.70645  0.411
H: 4.63287 -0.77852 -1.84520  0.293
H: 4.89518 2.65309 -0.29534  0.337
H: 3.39343 3.27589 -0.99010  0.355
H: 4.78805 2.97571 -2.03031  0.436
Br: 2.21593 -2.82450 -1.73783  0.003
C: 2.37997 -1.55338 -3.11619  -0.047
C: 3.17601 -1.84189 -4.22407  -0.745
C: 3.30505 -0.86987 -5.19737  -0.874
C: 2.64598 0.34958 -5.06020  -1.134
C: 1.83852 0.52271 -3.96009  0.045
N: 1.76244 -0.40467 -2.98076  1.726
C: 1.04120 1.78382 -3.60663  0.790
O: 1.19774 2.82369 -4.19601  -0.740
O: 0.26384 1.57623 -2.57745  -0.206
H: 3.65121 -2.80769 -4.30103  0.505
H: 3.90255 -1.06112 -6.07858  0.449
H: 2.69759 1.13199 -5.80283  0.588
F: -2.13298 0.88741 -5.36102  -0.541
Te: -0.92372 -0.50150 -4.65052  1.990
F: 0.08511 -2.21787 -4.94102  -0.600
F: -2.36367 -1.56942 -5.18349  -0.395
F: -2.04727 0.25748 -2.80345  -0.748
F: -0.31298 -0.31847 -6.50055  -0.476
O: -0.51664 -1.39671 -2.51298  0.134

Force components x, y, z for each atom (eV/Å):
-1.6 -1.1 0.8
-0.1 -0.1 0.0
0.1 0.1 0.0
0.0 -0.1 0.0
0.2 0.0 0.0
0.0 0.0 0.0
0.1 0.1 0.0
0.0 0.0 0.0
0.0 0.0 0.0
0.0 0.0 0.0
-0.2 0.0 -0.1
0.2 -0.1 0.4
0.0 0.2 0.0
-0.1 -0.1 -0.1
0.0 0.1 0.1
0.0 0.0 0.0
0.0 -0.1 0.0
0.1 0.0 0.1
0.0 0.0 0.0
0.0 0.0 0.0
0.0 0.0 0.0
0.0 0.0 0.0
0.0 0.0 0.0
0.0 0.0 0.0
0.1 -0.2 0.0
-0.1 0.1 0.2
0.1 0.0 -0.1
-0.1 0.0 0.0
-0.1 0.1 0.0
0.1 0.0 0.0
0.0 0.0 0.0
0.0 0.0 0.0
0.0 0.1 -0.1
0.0 0.0 0.0
0.0 0.0 0.0
0.0 0.0 0.0
0.1 0.1 0.0
0.0 0.0 0.0
0.0 0.0 0.0
0.0 0.1 0.0
0.0 0.0 0.0
0.0 0.0 0.0
0.0 0.0 0.0
0.0 0.0 0.0
0.0 0.0 0.0
0.0 0.0 0.0
0.0 0.0 0.0
0.0 0.0 0.0
0.0 0.0 0.0
0.0 0.0 0.0
0.0 0.0 0.1
0.0 0.0 0.0
0.0 0.0 0.0
0.0 0.0 0.0
0.0 0.0 0.0
0.0 0.0 0.0
0.0 0.0 0.0
0.0 0.0 0.0
0.0 0.0 0.0
0.0 0.0 0.0
0.0 0.0 0.0
0.0 0.0 0.0
0.0 0.0 0.0
0.0 0.0 0.0
0.0 0.0 0.0
0.0 0.0 0.0
0.0 0.0 0.0
0.0 0.0 0.0
-0.1 0.0 0.0
0.0 0.0 0.0
0.0 0.0 0.0
-0.1 0.0 0.0
0.0 0.0 0.0
0.0 0.0 0.0
0.0 0.0 0.1
0.0 0.0 0.0
0.0 0.0 0.0
0.0 0.0 0.0
0.0 0.0 0.0
0.0 0.0 0.0
0.0 0.0 0.0
0.1 0.0 0.0
0.4 0.0 -0.5
-0.2 0.1 0.1
-0.1 0.1 0.0
-0.2 0.0 -0.1
0.3 0.0 0.6
-0.3 -0.1 -0.2
0.2 -0.2 0.3
0.1 0.0 -0.2
0.5 0.5 -0.7
0.0 0.0 0.0
0.0 0.0 0.0
0.0 0.0 0.0
0.1 0.0 0.3
-1.0 0.7 -2.7
-0.1 0.1 0.3
0.1 -0.2 0.6
0.2 0.2 0.2
0.1 -0.1 0.1
1.1 -0.3 0.4

## Properties
Gap between HOMO and LUMO, eV: 8.2826
Total charge: -1

=====

Taking the records one at a time from the top gives energy above the lowest of the compared OMol25 structures with the same formula, charge and spin values of 0.0; 34.6 kcal per mole.